(1)
DFT (ωB97M-V/def2-TZVPD) results for the molecule C2H4O2.

Each line ends with the natural charge from an NBO analysis.
Geometry (Å):
C: -1.37 -0.11 0.00  -0.744
C: 0.12 -0.14 -0.07  0.767
H: -1.82 0.96 -0.54  0.255
H: -1.62 -0.01 1.23  0.263
H: -1.72 -1.12 -0.47  0.253
H: 1.49 1.24 0.06  0.494
O: 0.53 1.18 0.00  -0.702
O: 0.87 -1.12 0.02  -0.586

Summary:
* electronic energy: -229.06257 Ha
* total charge: 0
* lowest unoccupied orbital energy: 0.663 eV
* structure (SMILES): CC(=O)O



(2)
DFT (ωB97M-V/def2-TZVPD) results for the molecule C3H4O2.

Each line ends with the natural charge from an NBO analysis.
Geometry (Å):
C: 0.73 -0.05 0.12  -0.321
C: -0.42 -0.62 -0.07  -0.281
C: -1.61 0.25 -0.25  0.270
O: -3.83 0.21 0.10  -0.432
O: -2.67 -0.37 0.06  -0.057
H: 1.63 -0.54 0.25  0.205
H: 0.87 1.15 0.01  0.195
H: -0.69 -1.68 0.09  0.237
H: -1.45 1.24 -0.48  0.184

Summary:
* electronic energy: -266.97747 Ha
* total charge: 0
* lowest unoccupied orbital energy (alpha / beta): -0.603 / -0.603 eV



(3)
DFT (ωB97M-V/def2-TZVPD) results for a cluster of 2 separate species, C3H7NO in total.

Each line ends with the natural charge from an NBO analysis.
Geometry (Å):
O: 3.78 3.02 -0.43  -0.483
C: 4.37 4.06 -0.38  0.282
H: 3.88 5.03 -0.18  0.100
H: 5.38 4.21 -0.80  0.101
C: -3.54 -1.93 -0.46  -0.444
C: -1.91 -2.58 1.11  -0.073
N: -2.70 -2.95 0.18  -0.382
H: -3.02 -0.97 -0.53  0.174
H: -3.80 -2.30 -1.45  0.201
H: -4.44 -1.92 0.15  0.215
H: -1.59 -3.37 1.78  0.158
H: -1.16 -1.78 1.01  0.150

Summary:
* electronic energy: -248.39904 Ha
* total charge: 0
* lowest unoccupied orbital energy: 0.773 eV
* structure (SMILES): C=NC.C=O



no.,F_max (eV/Å)
1,4.090
2,4.603
3,2.872